Computed, not measured: C3H3N3O2 in the gas phase, with ωB97M-V with the def2-TZVPD basis set.

As for the multiplicity: 3. The energy above the lowest of the compared OMol25 structures with the same formula, charge and spin comes out at 43.81 kcal/mol. As for the LUMO energy (spin up / spin down): 0.1 / -2.8 eV. As for the expectation value of S²: 2.032.

Last column: Löwdin spin population.
CARTESIAN COORDINATES (ANGSTROEM)
C1 1.36843 1.65639 -0.19265  0.06
C2 -0.86099 0.62019 0.06389  0.16
C3 -0.75928 -0.86322 -0.01658  0.59
N1 2.43528 2.08732 -0.16821  0.34
N2 0.11601 1.53472 0.07288  0.44
N3 0.47684 -1.53182 0.02060  0.06
O1 1.49744 -0.96618 0.32106  0.05
O2 0.36897 -2.71017 -0.27735  0.15
H1 -1.57457 0.87450 -0.96262  0.11
H2 -1.54212 0.90546 0.80651  0.03
H3 -1.52601 -1.60721 0.33245  0.02

=====

Computed, not measured: C9H12I2Si in the gas phase, with ωB97M-V with the def2-TZVPD basis set.

As for the multiplicity: 3. As for the LUMO energy (spin up / spin down): -0.3 / -2.5 eV. As for the expectation value of S²: 2.057.

Last column: Löwdin spin population.
CARTESIAN COORDINATES (ANGSTROEM)
C1 1.53014 0.32599 0.91104  0.44
C2 1.01622 -0.27878 -1.44480  0.02
C3 1.91758 -0.01829 -0.41783  0.39
C4 0.17273 0.24539 1.23628  0.05
C5 -0.33404 -0.29548 -1.09846  0.40
C6 -0.75092 -0.05079 0.21973  0.43
C7 3.47436 0.02160 -0.68865  0.05
C8 -0.37314 0.61252 2.54705  0.00
C9 -1.32263 -0.57685 -2.15277  0.07
Si1 -3.00561 -0.11102 0.58739  0.03
I1 -4.44282 -1.95728 -0.02389  0.02
I2 -3.73920 2.06671 -0.28543  0.02
H1 2.28954 0.30316 1.69821  0.02
H2 1.47403 -0.62837 -2.46321  -0.01
H3 3.87908 0.91777 -0.26449  0.01
H4 3.96327 -0.93631 -0.28989  0.02
H5 3.64928 0.06981 -1.67814  0.00
H6 -0.24618 -0.23066 3.29208  0.00
H7 0.15821 1.40608 3.04667  0.00
H8 -1.34191 0.96314 2.46207  0.00
H9 -1.90142 0.21020 -2.38580  0.02
H10 -0.95599 -0.91157 -3.05830  0.00
H11 -2.07406 -1.30908 -1.75773  0.02
H12 -3.03651 0.16211 2.00887  0.00

=====

Computed, not measured: C12H12ClNO6RhS2 as an isolated structure, with ωB97M-V with the def2-TZVPD basis set.

As for the multiplicity: 2. The energy above the lowest of the compared OMol25 structures with the same formula, charge and spin comes out at 7.59 kcal/mol. As for the LUMO energy (spin up / spin down): -0.5 / 0.0 eV. As for the expectation value of S²: 0.760.

Last column: Löwdin spin population.
CARTESIAN COORDINATES (ANGSTROEM)
Rh1 0.88900 -0.41361 0.07330  0.92
O1 2.78940 -1.18230 -0.10247  0.01
N1 3.41271 -1.32779 1.07663  0.00
C1 4.76029 -1.40988 1.03037  0.00
C2 5.48494 -1.60258 2.17361  0.00
C3 4.79624 -1.70559 3.38800  0.00
C4 3.43013 -1.60443 3.41078  0.00
C5 2.70958 -1.39969 2.22254  0.00
S1 0.99377 -1.25203 2.15440  -0.03
H1 5.17419 -1.31029 0.03949  0.00
H2 6.56027 -1.65964 2.11440  0.00
H3 5.34091 -1.84894 4.31098  0.00
H4 2.86920 -1.65739 4.33237  0.00
O2 0.41918 3.61941 -0.13458  0.00
Cl1 0.61396 2.21895 -0.04845  0.00
O3 -0.45148 1.57830 0.73929  0.02
O4 1.89191 1.88071 0.56262  0.04
O5 0.57797 1.58761 -1.38002  0.00
C6 -3.60651 -1.94735 -0.33468  0.00
S2 -2.35498 -0.74140 0.07242  0.01
O6 -1.08355 -1.41530 -0.40546  0.02
C7 -2.76253 0.49586 -1.13824  0.00
C8 -3.49476 1.60073 -0.73539  0.00
C9 -3.77792 2.59012 -1.66397  0.00
C10 -3.30909 2.47298 -2.96533  0.00
C11 -2.55939 1.36874 -3.34701  0.00
C12 -2.27826 0.36901 -2.42964  0.00
H5 -3.55362 -2.16281 -1.40037  0.00
H6 -4.57987 -1.53909 -0.06704  0.00
H7 -3.39397 -2.83729 0.25349  0.00
H8 -3.81606 1.69967 0.29387  0.00
H9 -4.33999 3.46414 -1.36461  0.00
H10 -3.51136 3.25860 -3.68087  0.00
H11 -2.17638 1.29449 -4.35570  0.00
H12 -1.66396 -0.48191 -2.69475  0.00

=====

Computed, not measured: a 13-piece molecular cluster, H26NO15S overall, with ωB97M-V with the def2-TZVPD basis set.

As for the multiplicity: 1. The energy above the lowest of the compared OMol25 structures with the same formula, charge and spin comes out at 9.05 kcal/mol. Its total charge is -1. As for the LUMO energy: 1.2 eV.

Last column: natural (NBO) charge in e.
CARTESIAN COORDINATES (ANGSTROEM)
N1 -33.57237 -24.12241 14.58985  -0.86
H1 -32.85321 -24.24161 14.08381  0.41
H2 -34.00242 -24.06870 13.73721  0.45
H3 -33.79546 -23.19356 15.12250  0.51
H4 -33.98495 -24.91319 15.10679  0.46
S1 -36.73471 -21.36943 16.12444  2.69
O1 -35.89813 -22.16700 15.17930  -1.14
O2 -36.86673 -20.03004 15.55962  -1.08
O3 -38.05301 -21.99252 16.19666  -1.06
O4 -36.10567 -21.29623 17.46981  -1.06
O5 -34.73232 -18.95081 14.15260  -0.98
H5 -34.84828 -18.01937 14.37572  0.48
H6 -35.48826 -19.37227 14.46925  0.49
O6 -40.06904 -20.39267 17.16041  -1.01
H7 -39.33091 -21.09416 16.88489  0.50
H8 -39.88866 -19.48796 16.79489  0.48
O7 -33.65718 -20.69030 17.72620  -1.00
H9 -34.59724 -20.93325 17.61400  0.49
H10 -33.20317 -20.65086 16.86040  0.45
O8 -37.02537 -24.18842 14.02638  -0.94
H11 -36.66008 -23.57596 14.56925  0.47
H12 -36.87781 -24.92571 14.61735  0.45
O9 -38.51058 -24.47678 16.74466  -1.01
H13 -38.84500 -24.47080 17.68996  0.46
H14 -38.30895 -23.50424 16.49146  0.50
O10 -40.00606 -21.91533 14.21324  -0.95
H15 -39.42101 -22.03597 14.87788  0.46
H16 -39.49425 -21.51475 13.59766  0.47
O11 -37.24185 -17.63943 15.89670  -0.99
H17 -36.78082 -17.32942 16.73312  0.45
H18 -36.87902 -18.55504 15.73394  0.49
O12 -34.80171 -23.86844 17.54001  -0.98
H19 -35.19974 -23.76774 18.39399  0.48
H20 -34.97719 -22.95064 17.32003  0.49
O13 -37.28277 -21.08323 19.74568  -1.01
H21 -36.80913 -21.68925 20.29696  0.46
H22 -37.06705 -21.01329 18.77769  0.51
O14 -38.36309 -20.02210 13.32452  -0.96
H23 -37.89021 -20.15628 14.14236  0.49
H24 -37.66699 -20.36781 12.61911  0.46
O15 -34.82678 -21.72222 12.84908  -1.04
H25 -35.37878 -22.04418 13.69411  0.51
H26 -34.36604 -20.93594 13.02430  0.48